Here is C31H30BClF4IrN4O2S as an isolated structure at a distorted geometry from OMol25. Energies are from ωB97M-V with the def2-TZVPD basis set.

Structure (XYZ):
```
75
Properties=species:S:1:pos:R:3:forces:R:3:lowdin_spin:R:1
Ir -0.1952 -1.4398 -0.3084 -0.347 0.342 0.190 2.08
F -6.8668 -1.7164 -0.2244 -0.139 0.276 -0.039 0.00
C -5.6669 -2.2571 0.0847 0.091 0.055 -0.399 0.01
F -5.6514 -2.3475 1.4258 0.101 -0.013 0.517 0.01
F -5.7386 -3.5277 -0.3665 0.040 -0.373 -0.053 0.01
C -4.5359 -1.4844 -0.5049 0.704 -1.084 0.483 0.11
C -4.8069 -0.2799 -1.1903 -0.476 0.878 -0.348 0.29
C -3.7698 0.3199 -1.8922 0.272 -0.283 0.014 0.05
C -2.5241 -0.2553 -1.8672 -0.350 1.358 -1.016 0.23
N -2.2220 -1.3341 -1.0912 1.226 -0.810 0.856 0.29
C -3.2228 -1.9456 -0.4386 -0.970 -0.121 0.121 0.07
S -2.8082 -3.3118 0.5875 0.124 -0.117 0.293 0.05
H -5.7949 0.1458 -1.1714 -0.087 0.051 -0.021 0.02
H -3.9394 1.2231 -2.4594 0.033 0.058 -0.134 0.00
H -1.7000 0.1314 -2.4465 0.008 0.123 -0.058 0.02
Cl -2.5799 0.3401 2.2611 -0.152 0.023 -0.023 0.01
C -0.9641 0.9206 2.5375 0.220 -0.331 -0.043 0.02
C -0.7838 2.2341 2.9135 0.144 0.191 0.121 0.00
C 0.4972 2.7319 3.0939 -0.080 0.137 -0.059 0.03
C 1.5866 1.8972 2.8833 0.054 0.199 0.061 0.00
C 1.3964 0.5867 2.5166 -0.296 -0.137 -0.111 0.02
C 0.1135 0.0407 2.3239 0.053 0.573 0.411 0.02
C -0.0593 -1.3250 1.8965 -0.102 -0.573 -0.748 0.12
H -1.6407 2.8780 3.0393 -0.131 0.023 0.036 0.00
H 0.6416 3.7696 3.3542 -0.002 0.095 0.071 0.00
H 2.5898 2.2821 3.0041 0.099 0.030 0.022 0.00
H 2.2424 -0.0581 2.3369 0.180 -0.123 -0.001 0.00
H -0.9920 -1.7742 2.2352 0.110 -0.068 -0.011 0.02
H 0.7946 -1.9551 2.1434 -0.004 -0.044 0.062 0.02
N 2.8585 5.2365 -0.8939 -0.670 -0.522 0.138 0.00
C 2.9227 6.5945 -0.7535 -0.618 0.343 0.293 0.00
C 3.9234 7.5185 -0.9858 0.288 0.353 -0.044 0.00
C 3.6314 8.8499 -0.7216 0.356 -0.347 -0.140 0.00
C 2.3880 9.2352 -0.2319 -0.353 0.154 0.145 0.00
C 1.3804 8.3188 0.0017 0.078 -0.119 -0.030 0.00
C 1.6405 6.9749 -0.2664 1.049 0.336 -0.324 0.00
N 0.8459 5.8831 -0.1378 -0.093 -1.464 -0.153 0.00
C 1.5761 4.8404 -0.5169 0.537 2.529 0.178 0.00
C 1.1282 3.4953 -0.5580 -1.068 -2.831 -0.159 0.00
C 1.9703 2.4026 -0.8827 -0.263 1.474 0.218 0.01
C 1.4720 1.1302 -0.9016 -0.584 -0.670 -0.013 0.01
N 0.1908 0.8231 -0.6352 0.355 0.484 0.034 0.09
C -0.6310 1.8546 -0.3451 -0.036 -1.111 -0.163 0.02
C -0.2233 3.1591 -0.2971 1.321 1.113 -0.244 0.00
H 3.5896 4.6328 -1.2281 -0.081 0.043 0.019 0.00
H 4.9004 7.2297 -1.3512 0.002 -0.032 -0.026 0.00
H 4.3875 9.6044 -0.8928 0.037 -0.015 -0.005 0.00
H 2.2158 10.2823 -0.0251 -0.058 0.048 0.002 0.00
H 0.4184 8.6185 0.3860 -0.114 0.036 0.030 0.00
H 3.0149 2.5564 -1.1092 0.120 -0.067 -0.005 0.00
H 2.1015 0.2886 -1.1439 0.110 -0.224 -0.009 0.00
H -1.6643 1.5967 -0.1608 -0.040 -0.092 0.053 0.00
H -0.9170 3.9520 -0.0657 -0.099 -0.005 0.070 0.00
C 0.5847 -6.6801 1.0621 -0.122 0.429 -0.144 0.00
C 0.6110 -5.3303 0.3412 0.408 -0.208 -0.060 0.00
C 2.0034 -4.7161 0.5004 -0.420 0.067 0.009 0.00
O -0.3369 -4.4753 0.9874 0.051 -0.037 0.620 0.04
B -1.0978 -3.8415 0.0430 -0.827 -0.041 -0.098 0.09
O -0.8249 -4.2748 -1.2290 0.186 0.074 -0.501 0.06
C 0.1012 -5.3682 -1.1510 0.075 -0.463 -0.150 0.00
C 1.1873 -5.1905 -2.2078 -0.244 0.125 0.237 0.00
C -0.7027 -6.6411 -1.4620 0.076 0.426 0.044 0.00
H 0.8937 -6.5221 2.0913 0.087 -0.003 0.124 0.00
H 1.2732 -7.3718 0.5872 0.117 -0.174 -0.047 0.00
H -0.4123 -7.1057 1.0735 -0.107 -0.099 -0.013 0.00
H 2.2252 -4.6241 1.5611 0.023 -0.062 0.147 0.00
H 2.0282 -3.7249 0.0626 0.072 0.171 -0.167 0.00
H 2.7584 -5.3421 0.0327 0.123 -0.076 -0.042 0.00
H 1.6528 -4.2146 -2.1199 0.066 0.137 0.060 0.00
H 0.7335 -5.2664 -3.1940 -0.032 -0.027 -0.081 0.00
H 1.9403 -5.9692 -2.1078 0.099 -0.121 -0.026 0.00
H -1.5383 -6.7404 -0.7754 -0.103 -0.066 0.088 0.00
H -0.0729 -7.5235 -1.4016 0.071 -0.159 0.019 0.00
H -1.1057 -6.5705 -2.4690 -0.025 0.061 -0.103 0.00
F 1.5749 -2.0721 -1.1834 -0.072 0.301 0.027 0.16
```
Positions in Å, forces in eV/Å.

Lowest unoccupied orbital energy (alpha / beta), eV: 1.426 / 1.469
Multiplicity: 5
Expectation value of S²: 6.03
HOMO level (alpha / beta), eV: -1.5931 / -5.1375
Charge: -1
E, eV: -80436.036
F_max, hartree/bohr: 0.05893

=====

Here is C31H30BrHfN7O4S4 as an isolated structure at a distorted geometry from OMol25. Energies are from ωB97M-V with the def2-TZVPD basis set.

Structure (XYZ):
```
78
Properties=species:S:1:pos:R:3:forces:R:3:lowdin_charge:R:1
Hf -0.2400 0.0393 -0.1697 0.805 -1.373 -1.256 1.44
C 2.3862 -6.0278 -1.9629 -0.014 0.102 0.071 -0.05
C 1.7676 -4.6558 -1.9918 0.009 -0.026 -0.057 -0.27
C 2.3859 -3.5982 -2.6539 0.034 -0.041 0.044 -0.03
C 1.8268 -2.3374 -2.6545 -0.083 0.146 0.149 -0.02
C 0.6097 -2.0708 -2.0185 -0.075 -0.389 -0.378 -0.33
N 0.0314 -0.7823 -2.0765 0.354 -0.093 -1.357 -0.13
C -0.0493 -0.2688 -3.3745 -0.147 -0.039 -0.060 -0.27
C -0.3456 -1.1229 -4.4577 -0.005 0.086 0.161 -0.01
C -0.4525 -0.6718 -5.7522 0.011 0.033 0.030 -0.04
C -0.3035 0.6810 -6.0564 0.009 -0.053 -0.127 -0.28
C -0.4662 1.1737 -7.4692 -0.049 -0.010 0.087 -0.05
C -0.0617 1.5420 -5.0071 -0.029 0.061 0.057 0.01
C 0.0741 1.0896 -3.6935 -0.098 -0.361 -0.123 -0.14
N 0.3385 2.0701 -2.7038 0.282 0.168 -0.070 -0.06
C 1.0539 3.1937 -2.8806 0.014 0.068 0.147 -0.05
C 0.9603 3.9349 -1.7217 -0.021 0.023 0.008 -0.03
C 0.1610 3.1679 -0.8766 -0.197 0.097 -0.119 -0.10
N -0.2108 2.0352 -1.4764 0.125 -0.057 0.096 -0.01
C -0.0073 -3.1393 -1.3628 0.184 0.047 -0.298 -0.19
C 0.5745 -4.4006 -1.3375 -0.041 0.062 0.116 0.01
N -1.2702 -2.9673 -0.7453 -0.037 -0.106 -0.025 -0.06
C -2.2457 -3.8911 -0.6729 -0.203 0.067 0.072 -0.03
C -3.3165 -3.3176 -0.0287 -0.002 -0.035 -0.045 -0.02
C -2.9053 -2.0196 0.2609 0.099 -0.079 -0.015 -0.18
N -1.6623 -1.8093 -0.1689 -0.048 -0.078 0.127 -0.07
H 3.1471 -6.1186 -2.7368 0.012 -0.052 0.015 0.07
H 1.6365 -6.8031 -2.1221 0.012 -0.015 -0.006 0.08
H 2.8589 -6.2156 -0.9964 0.017 -0.029 -0.025 0.09
H 3.3266 -3.7686 -3.1648 -0.006 0.019 -0.001 0.11
H 2.3224 -1.5152 -3.1562 0.006 -0.013 -0.028 0.13
H -0.5005 -2.1714 -4.2456 0.049 -0.047 0.001 0.12
H -0.6760 -1.3769 -6.5447 0.000 -0.005 0.010 0.12
H -0.0095 0.4783 -8.1735 0.005 0.030 -0.028 0.08
H -0.0095 2.1534 -7.6070 -0.004 -0.002 -0.007 0.07
H -1.5250 1.2562 -7.7254 0.022 0.020 -0.043 0.08
H 0.0013 2.6058 -5.2032 -0.002 0.002 0.027 0.12
H 1.5886 3.3844 -3.7939 -0.047 -0.049 -0.042 0.13
H 1.3949 4.8969 -1.5146 0.011 -0.008 -0.034 0.10
H -0.1599 3.3988 0.1253 0.047 -0.072 0.018 0.12
H 0.0985 -5.1898 -0.7677 -0.019 -0.001 -0.012 0.12
H -2.1319 -4.8707 -1.1012 0.090 0.027 -0.041 0.13
H -4.2690 -3.7652 0.1908 0.017 -0.013 0.006 0.10
H -3.4564 -1.2514 0.7667 0.051 0.087 0.033 0.07
Br -3.1604 0.3383 -2.2180 -0.270 0.201 0.130 0.85
C -3.2880 1.0448 -0.4465 -0.004 -0.136 -0.373 -0.73
C -4.4483 1.5829 -0.0021 0.022 -0.060 0.063 -0.13
C -4.4149 2.1968 1.2902 0.120 -0.013 -0.064 -0.06
C -3.2804 2.1977 2.0246 -0.051 0.074 0.009 -0.09
C -2.1241 1.4791 1.5513 0.101 -0.358 0.158 -0.46
N -2.1317 0.9946 0.2386 -0.808 0.501 0.800 -0.15
C -0.7323 1.8776 1.9847 -0.372 0.647 0.628 -0.70
O -0.5462 2.7611 2.7906 0.103 -0.136 -0.115 0.09
O 0.2027 1.2026 1.3649 0.161 1.411 1.094 -0.27
H -5.3352 1.5898 -0.6146 0.028 0.004 -0.038 0.09
H -5.3049 2.6951 1.6522 0.021 0.019 0.038 0.11
H -3.2056 2.6720 2.9917 0.011 0.028 -0.023 0.12
S -2.1741 -0.2725 2.9697 -0.374 0.207 -0.025 0.35
S -0.3825 -0.9081 3.6510 0.316 -0.204 0.017 0.02
S 0.2767 -2.3897 2.3591 -0.152 -0.110 0.358 -0.04
S 1.4778 -1.5198 0.9376 -0.014 -0.122 0.180 0.13
O 3.7143 1.3464 -2.0147 0.113 0.262 -0.123 0.14
C 3.0855 1.2702 -0.8631 0.068 0.260 0.546 -0.46
O 1.9929 0.7623 -0.7642 -0.075 -0.273 -0.082 -0.06
C 3.8432 1.8492 0.3390 0.104 -0.202 -0.098 -0.20
N 5.0658 2.5312 -0.1311 -0.176 -0.026 -0.116 -0.03
C 6.2547 1.8739 0.4516 0.031 -0.083 -0.122 -0.19
C 5.7670 0.4636 0.7610 -0.106 0.134 0.045 -0.16
C 4.3372 0.7054 1.2476 0.054 -0.027 -0.056 -0.12
H 3.1507 2.4981 0.8745 -0.037 0.056 -0.052 0.16
H 5.0504 3.5251 0.0434 -0.049 0.009 0.029 0.12
H 4.4897 1.9318 -1.8017 0.149 -0.207 0.005 0.11
H 6.5864 2.3719 1.3676 -0.056 0.019 0.005 0.12
H 7.0783 1.8916 -0.2631 0.003 0.015 0.034 0.11
H 6.3849 -0.0274 1.5097 0.007 -0.049 -0.023 0.11
H 5.7621 -0.1510 -0.1420 0.040 0.008 -0.011 0.12
H 4.3447 1.0509 2.2815 -0.044 0.006 0.009 0.13
H 3.6950 -0.1710 1.1874 -0.005 0.047 0.096 0.04
```
Positions in Å, forces in eV/Å.

Lowest unoccupied orbital energy, eV: 0.351
Multiplicity: 1
HOMO level, eV: -6.5287
Charge: 0
E, eV: -165950.604
F_max, hartree/bohr: 0.03942

=====

Here is C31H30BrN3O6SiY as an isolated structure at a distorted geometry from OMol25. Energies are from ωB97M-V with the def2-TZVPD basis set.

Structure (XYZ):
```
73
Properties=species:S:1:pos:R:3:forces:R:3:lowdin_charge:R:1
Y 0.5895 0.2111 -0.6009 -1.421 0.204 0.836 1.44
O 2.0379 -2.6113 -3.6222 0.039 -0.192 -0.401 0.17
C 1.6181 -1.5771 -2.9341 -0.530 0.981 1.347 -0.43
O 0.8969 -1.7227 -1.8976 0.712 0.433 -1.139 -0.06
C 2.0380 -0.2281 -3.3300 1.368 -1.795 -2.698 -0.21
C 2.7680 0.0481 -4.5125 -0.472 -0.144 0.846 0.04
C 3.1613 1.3487 -4.7849 -0.058 0.174 0.655 -0.04
C 2.8206 2.3398 -3.8321 0.072 0.451 -0.653 0.03
C 2.0370 2.0279 -2.7206 1.427 1.325 -1.209 -0.23
N 1.7060 0.7426 -2.4921 -1.329 0.344 1.591 -0.05
C 1.5785 2.9879 -1.7194 -0.581 0.175 0.513 -0.44
O 1.8815 4.2915 -1.7686 0.833 -0.597 -0.883 0.15
O 0.8381 2.6106 -0.7793 0.566 -0.216 -0.769 -0.06
H 1.6754 -3.4266 -3.2372 0.021 0.146 0.039 0.15
H 3.0450 -0.7201 -5.2078 -0.084 -0.468 -0.025 0.12
H 3.7547 1.5605 -5.6759 -0.264 0.131 0.397 0.12
H 3.1863 3.3501 -4.0799 -0.399 -0.378 0.455 0.13
H 2.5707 4.4547 -2.4633 -0.876 -0.118 0.786 0.14
O -0.8304 1.5259 1.1514 -0.349 0.428 -0.335 -0.06
C -2.0978 1.2911 1.7462 0.824 -0.681 1.376 -0.21
C -2.6553 2.2385 2.6359 0.008 0.216 -1.089 -0.01
C -3.9069 2.0053 3.1900 -0.141 -0.288 0.508 -0.06
C -4.4974 0.7434 3.0600 -1.125 0.572 0.273 -0.09
C -3.8950 -0.2185 2.3056 1.657 -1.706 -0.710 -0.06
C -2.6275 -0.0331 1.6941 -0.228 1.576 -0.679 -0.09
C -1.9047 -1.1594 0.9151 -0.699 0.871 0.318 -0.31
O -1.5920 -0.7115 -0.4249 -0.262 -0.276 0.107 -0.29
N -0.7123 -1.6411 1.5624 -0.308 -1.202 0.526 -0.02
N 0.5311 -1.1473 1.1905 0.741 0.470 0.025 -0.21
C 1.5239 -1.4218 2.0577 0.119 1.015 -0.702 -0.19
C 2.8412 -0.9460 1.8586 -0.007 -1.008 1.330 -0.57
Br 3.2522 0.3527 0.4483 -0.445 -0.228 0.064 0.85
C 3.9564 -1.2721 2.6006 0.124 0.383 -0.572 -0.16
C 4.0386 -2.2852 3.6024 -0.245 -0.427 0.937 -0.24
C 4.9680 -2.0675 4.6412 -0.501 -1.172 0.380 -0.04
C 5.0043 -2.9347 5.7294 0.077 -0.367 -0.282 -0.08
C 4.1151 -4.0133 5.8185 -0.173 0.438 -0.211 -0.09
C 3.2253 -4.2654 4.7789 0.482 0.891 -0.419 -0.08
C 3.2018 -3.4165 3.6747 0.163 -0.038 -0.216 -0.05
H -0.6018 2.4744 0.9702 -0.723 -0.914 0.456 0.12
H -2.1549 3.1952 2.8473 -0.155 -0.484 -0.375 0.13
H -4.4055 2.7876 3.7754 0.355 -0.400 -0.171 0.12
H -5.4643 0.4712 3.5179 0.601 0.557 -0.185 0.12
H -4.3397 -1.2292 2.2235 0.194 0.693 0.074 0.13
H -2.5929 -2.0099 0.8450 -0.028 0.115 0.014 0.14
H -0.8114 -1.7529 2.5776 -0.173 0.253 -0.550 0.14
H 1.2425 -1.8864 3.0152 0.533 0.116 -0.392 0.13
H 4.8618 -0.6791 2.5539 -0.191 0.298 -0.340 0.09
H 5.6352 -1.2325 4.5957 0.299 0.363 -0.052 0.10
H 5.7765 -2.8495 6.4893 -0.232 0.304 -0.004 0.10
H 4.0784 -4.6123 6.7115 0.201 -0.244 0.100 0.10
H 2.5540 -5.0952 4.7898 -0.257 -0.489 0.179 0.09
H 2.5761 -3.6442 2.8061 0.094 0.025 0.450 0.11
C -2.3520 -1.6713 -3.0657 0.288 -0.028 0.037 -0.14
Si -2.8091 -0.5165 -1.6700 0.005 0.308 0.222 0.58
C -4.5524 -0.8747 -1.0251 0.290 0.771 -0.541 -0.13
C -2.5681 1.3062 -2.1532 0.002 -0.916 -0.496 -0.23
C -1.8432 1.6504 -3.3370 -0.869 -0.120 1.732 -0.09
C -1.6025 2.9806 -3.6235 0.342 -0.352 0.062 -0.09
C -2.1134 3.9788 -2.8055 0.209 0.337 0.480 -0.06
C -2.7954 3.6477 -1.6265 -0.059 -0.887 -0.261 -0.05
C -3.0640 2.3019 -1.3041 0.638 0.889 -1.058 -0.09
H -3.2469 -1.7660 -3.7028 0.425 -0.048 0.021 0.05
H -2.1029 -2.6617 -2.6480 -0.163 0.293 -0.193 0.05
H -1.4772 -1.3447 -3.6747 -0.685 -0.176 0.396 0.03
H -5.1977 -0.8445 -1.9213 0.172 -0.015 0.292 0.05
H -4.9333 -0.1245 -0.3239 0.181 -0.002 -0.177 0.03
H -4.6963 -1.8322 -0.5589 0.110 -0.582 0.134 0.03
H -1.5213 0.8592 -3.9898 0.301 -0.083 -0.186 0.09
H -0.9043 3.1921 -4.4207 -0.348 0.353 -0.367 0.11
H -1.9203 5.0183 -3.0957 -0.124 -0.371 0.410 0.12
H -3.1107 4.3775 -0.9078 -0.220 0.590 -0.087 0.10
H -3.6851 2.0755 -0.4428 0.256 -0.074 0.055 0.10
```
Positions in Å, forces in eV/Å.

Lowest unoccupied orbital energy (alpha / beta), eV: -3.558 / -3.294
Multiplicity: 1
HOMO level (alpha / beta), eV: -8.9831 / -7.5435
Charge: +1
E, eV: -128350.500
F_max, hartree/bohr: 0.06841